# C28H30Cl8O19

A cluster of 11 separate species, C28H30Cl8O19 in total (the ωB97M-V functional and the def2-TZVPD basis, OMol25).

CARTESIAN COORDINATES (ANGSTROEM)
C1 8.6922 -5.5712 19.5337
C2 9.0482 -6.8396 19.8416
C3 8.1075 -7.9927 19.8153
O1 8.4149 -9.1122 20.1287
C4 6.7457 -7.6413 19.3583
C5 6.3600 -6.3815 19.1232
C6 7.3086 -5.2301 19.2303
O2 6.9972 -4.0790 18.9877
O3 5.1405 -6.0493 18.6741
O4 10.3329 -7.1863 20.0046
H1 9.4761 -4.8261 19.5276
H2 6.0079 -8.4143 19.1917
H3 5.1392 -5.1604 18.2818
H4 10.9192 -6.4102 20.0512
C7 6.6378 -14.0400 23.3465
C8 6.5749 -14.0119 22.0113
C9 7.1021 -12.8367 21.2105
O5 7.0858 -12.8488 20.0061
C10 7.6193 -11.7575 22.0441
C11 7.6751 -11.7764 23.3797
C12 7.1783 -12.9287 24.1321
O6 7.2301 -13.0344 25.3442
O7 8.1769 -10.7545 24.0940
O8 6.0162 -15.0031 21.3106
H5 6.1874 -14.8744 23.8661
H6 8.0372 -10.8882 21.5456
H7 7.9062 -10.8925 25.0186
H8 5.9211 -14.7359 20.3830
C13 2.8617 -8.3539 23.6813
C14 3.8674 -7.4728 23.5862
C15 5.1405 -7.7238 22.8425
O9 6.0406 -6.9064 22.7887
C16 5.2953 -9.0699 22.3487
C17 4.3624 -10.0050 22.5224
C18 3.0473 -9.7298 23.2055
O10 2.1444 -10.5340 23.2784
O11 4.4845 -11.2773 22.1069
O12 3.7415 -6.2061 24.0372
H9 1.9682 -8.1036 24.2340
H10 6.1669 -9.3932 21.7894
H11 3.7350 -11.7710 22.4832
H12 4.5511 -5.7432 23.7497
C19 8.5179 -0.0110 17.6977
C20 8.6897 -1.2484 18.1541
C21 10.0434 -1.7923 18.5527
O13 10.1672 -2.9569 18.8412
C22 11.1780 -0.9266 18.3228
C23 10.9842 0.3347 17.8962
C24 9.6660 0.8995 17.5106
O14 9.5319 1.9872 17.0017
O15 12.0259 1.1602 17.6976
O16 7.6709 -2.0967 18.3624
H13 7.5052 0.3135 17.4983
H14 12.1577 -1.1923 18.6944
H15 11.6441 2.0059 17.3887
H16 8.0347 -2.9578 18.6550
O17 11.8823 -5.3332 21.4204
H17 11.5222 -4.8105 22.1470
H18 12.5395 -4.7593 21.0063
O18 10.9375 -8.3163 22.7720
H19 10.0469 -8.3304 23.1407
H20 10.8933 -7.6844 22.0391
O19 2.4687 -8.0444 18.8439
H21 3.2668 -8.1984 18.3275
H22 2.2919 -7.1043 18.7336
C25 4.4193 -1.6817 16.3176
Cl1 4.9806 -1.8815 14.6536
Cl2 4.2450 -3.2749 17.1174
H23 5.1755 -1.1124 16.8450
H24 3.4751 -1.1510 16.3079
C26 10.9946 -11.0757 19.9114
Cl3 12.7197 -10.9909 20.1590
Cl4 10.4973 -12.8067 20.0377
H25 10.4410 -10.4994 20.6421
H26 10.7290 -10.8057 18.8963
C27 6.1341 -7.6631 15.0009
Cl5 4.7965 -6.5107 14.8492
Cl6 5.8225 -8.8127 16.2847
H27 6.2909 -8.2608 14.1071
H28 7.0690 -7.1372 15.1725
C28 13.1116 -4.4337 16.7839
Cl7 11.6135 -4.1271 15.9409
Cl8 12.8306 -5.5667 18.1414
H29 13.7997 -4.9381 16.1167
H30 13.5438 -3.5591 17.2532

- DFT total energy (a.u.) = -6195.9882
- structure (SMILES) = O=C1C=C(O)C(=O)C=C1O.O=C1C=C(O)C(=O)C=C1O.O=C1C=C(O)C(=O)C=C1O.O=C1C=C(O)C(=O)C=C1O.ClCCl.ClCCl.ClCCl.ClCCl.O.O.O
- HOMO-LUMO gap (eV) = 7.56

# C28H30ClLuN4O4

A structure of composition C28H30ClLuN4O4 (the ωB97M-V functional and the def2-TZVPD basis, OMol25).

CARTESIAN COORDINATES (ANGSTROEM)
Lu1 -1.0292 -1.8313 -0.2183
C1 1.7453 2.8911 2.0299
C2 1.8784 3.7900 0.8315
C3 2.8537 4.7841 0.8204
C4 2.9942 5.6587 -0.2439
C5 2.1475 5.5539 -1.3373
C6 1.1823 4.5638 -1.3580
C7 1.0409 3.6826 -0.2885
N1 0.0059 2.7152 -0.3497
C8 0.1623 1.3531 -0.2774
N2 1.4390 0.9422 -0.3086
C9 2.0412 -0.3380 -0.1888
C10 1.2812 -1.5070 -0.0358
C11 2.0510 -2.6824 0.0900
C12 3.4353 -2.6957 0.0597
C13 4.1286 -1.5086 -0.1125
C14 3.4445 -0.3109 -0.2384
C15 4.2120 0.9728 -0.4556
N3 -0.8734 0.5571 -0.2036
C16 -2.1565 1.2014 -0.2278
C17 -2.7626 1.4248 -1.4640
C18 -4.0093 2.0224 -1.5413
C19 -4.6594 2.3981 -0.3776
C20 -4.0569 2.1819 0.8512
C21 -2.8015 1.5923 0.9518
C22 -2.1607 1.3781 2.2959
H1 2.0560 3.4183 2.9310
H2 2.3715 2.0010 1.9327
H3 0.7195 2.5516 2.1614
H4 3.5019 4.8834 1.6831
H5 3.7552 6.4276 -0.2161
H6 2.2468 6.2302 -2.1759
H7 0.5216 4.4598 -2.2108
H8 -0.9044 3.0313 -0.6457
H9 2.0944 1.6887 -0.4759
H10 1.5484 -3.6354 0.2178
H11 3.9778 -3.6281 0.1601
H12 5.2117 -1.5113 -0.1495
H13 5.2802 0.7665 -0.4726
H14 4.0349 1.7102 0.3339
H15 3.9513 1.4305 -1.4154
H16 -2.2401 1.1137 -2.3591
H17 -4.4756 2.1736 -2.5060
H18 -5.6388 2.8561 -0.4284
H19 -4.5744 2.4740 1.7578
H20 -2.9132 1.1545 3.0518
H21 -1.6331 2.2793 2.6164
H22 -1.4433 0.5591 2.2634
O1 -3.6368 -3.2976 -0.8518
Cl1 -3.4997 -1.8962 -0.8163
O2 -4.6906 -1.2087 -1.1030
O3 -2.4492 -1.5100 -1.7709
O4 -3.0010 -1.5030 0.5080
C23 -0.4328 -4.2227 -2.5133
C24 -0.6570 -4.8002 -1.1470
C25 -0.6518 -6.1011 -0.7113
C26 -0.8625 -6.0652 0.6963
C27 -0.9845 -4.7435 1.0432
C28 -1.1484 -4.0765 2.3776
N4 -0.8623 -3.9568 -0.0784
H23 -0.1754 -5.0143 -3.2144
H24 0.3952 -3.5023 -2.4992
H25 -1.3263 -3.7169 -2.8941
H26 -0.5128 -6.9809 -1.3212
H27 -0.9185 -6.9118 1.3637
H28 -1.2669 -4.8201 3.1634
H29 -2.0330 -3.4282 2.3941
H30 -0.2680 -3.4682 2.6171

- DFT total energy (a.u.) = -3300.5080
- HOMO-LUMO gap (eV) = 7.29
- energy relative to the best compared isomer or geometry (same formula, charge and spin) (kJ/mol) = 86.8

# C28H30LaN6O8S3

A structure of composition C28H30LaN6O8S3 (the ωB97M-V functional and the def2-TZVPD basis, OMol25).

CARTESIAN COORDINATES (ANGSTROEM)
La1 -1.2951 -0.0353 0.6146
O1 -3.4031 -2.2176 3.9799
C1 -2.6491 -1.9265 3.0632
O2 -2.7879 -0.9843 2.2214
C2 -1.3833 -2.7747 2.8588
C3 -0.9895 -3.6275 3.8855
C4 0.1241 -4.4206 3.6783
C5 0.8004 -4.3266 2.4693
C6 0.3429 -3.4194 1.5269
N1 -0.7367 -2.6612 1.7035
H1 -1.5713 -3.6403 4.7936
H2 0.4694 -5.0942 4.4515
H3 1.6897 -4.9046 2.2679
H4 0.8919 -3.2413 0.6126
N2 -4.0064 -0.2694 -0.3292
C7 -4.3280 0.0619 -1.7088
C8 -3.6252 1.3496 -2.1005
N3 -2.1920 1.2250 -1.8686
H5 -4.2624 -1.2273 -0.1118
H6 -4.4766 0.3217 0.3498
H7 -5.4095 0.1576 -1.8903
H8 -3.9600 -0.7620 -2.3289
H9 -3.9878 2.1675 -1.4688
H10 -3.8735 1.6100 -3.1427
H11 -1.7113 2.1169 -1.8472
H12 -1.7601 0.6691 -2.6030
O3 2.5450 0.5145 3.3298
S1 2.0079 0.1503 2.0516
O4 2.1383 -1.2519 1.6703
O5 0.5966 0.6098 1.8843
C9 2.9473 0.9697 0.7581
C10 4.1626 1.4634 1.1871
C11 5.1471 1.8698 0.2859
C12 4.9190 1.7565 -1.0599
C13 3.6810 1.2915 -1.5077
C14 2.6867 0.9105 -0.6250
S2 1.0795 0.6501 -1.3866
O6 1.2635 0.7492 -2.8101
O7 0.2518 1.6789 -0.7572
O8 0.5502 -0.6769 -0.9415
H13 4.3482 1.5118 2.2477
H14 6.0845 2.2577 0.6565
H15 5.6729 2.0523 -1.7762
H16 3.4684 1.2598 -2.5659
C15 -2.5301 2.2968 1.3447
C16 -1.5382 3.1563 1.9173
C17 -0.8875 4.1511 1.1484
C18 0.1378 4.9116 1.6456
C19 0.5667 4.7348 2.9631
C20 -0.0693 3.7823 3.7604
C21 -1.0945 3.0270 3.2531
C22 1.6306 5.5266 3.4800
N4 2.4856 6.1747 3.8989
H17 -3.0278 2.7197 0.4707
H18 -3.2183 1.8621 2.0732
H19 -1.1954 4.2919 0.1190
H20 0.6148 5.6515 1.0183
H21 0.2553 3.6316 4.7802
H22 -1.5592 2.2809 3.8871
C23 2.4545 -3.3775 -1.8994
C24 1.2392 -2.9359 -2.6334
C25 1.2146 -2.1996 -3.7792
C26 -0.0458 -1.7325 -4.2264
N5 -1.1710 -1.9779 -3.6098
C27 -1.1493 -2.7381 -2.4885
S3 -2.4970 -3.0632 -1.5635
N6 0.0471 -3.2433 -2.0770
C28 -0.1257 -0.8618 -5.4392
H23 3.3342 -3.2974 -2.5353
H24 2.3577 -4.4056 -1.5494
H25 2.5949 -2.7306 -1.0292
H26 2.1270 -1.9147 -4.2734
H27 0.0141 -3.7327 -1.1898
H28 0.5792 -1.1847 -6.2036
H29 0.1355 0.1542 -5.1509
H30 -1.1397 -0.8709 -5.8300

- net charge = -1
- DFT total energy (a.u.) = -3241.9402
- HOMO-LUMO gap (eV) = 5.94
- energy relative to the best compared isomer or geometry (same formula, charge and spin) (kJ/mol) = 63.4

| no. | LUMO level (eV) |
| --- | --- |
| 1 | -1.7969 |
| 2 | 0.3572 |
| 3 | 1.9970 |